The following is a quantum chemistry calculation of one molecule with the formula C4H9NO2, from the OMol25 dataset.

Values from the calculation:
Total energy = -9878.0687 eV
Charge = 0
HOMO energy = -9.5 eV
Energy above the lowest of the compared OMol25 structures with the same formula, charge and spin = 1.992 eV
SMILES string = O=CCCNCO

The geometry in XYZ format:
```
16
C4H9NO2 | the OMol25 dataset | ωB97M-V/def2-TZVPD
O -1.979 -1.721 -2.683
O 2.056 1.812 0.591
N 0.666 -0.062 0.881
C 1.065 1.162 1.416
C -1.906 -1.181 -1.623
C -0.118 -0.013 -0.366
C -0.726 -1.362 -0.698
H 1.359 -0.798 0.840
H 0.236 1.852 1.608
H -2.700 -0.521 -1.232
H 1.518 1.005 2.404
H -0.993 0.589 -0.088
H -0.107 -2.134 -1.150
H -1.103 -1.779 0.241
H 2.273 2.660 0.996
H 0.463 0.491 -1.136
```